Molecular formula: C42H48NO2PtSi
Method: DFT, the ωB97M-V functional and the def2-TZVPD basis

Values from the calculation:
- Total charge: +1
- Energy above the lowest of the compared OMol25 structures with the same formula, charge and spin: 0.368 eV
- Electronic energy: -61037.517 eV
- Frontier orbital gap: 7.3819 eV

Each line ends with the Mulliken charge.
Geometry (Å):
Pt: 0.22033 0.46047 0.04907  2.30
O: -1.23946 1.71708 -0.35618  -1.00
C: -2.36849 1.45164 -1.14839  2.93
C: -2.76348 -0.01375 -0.94907  -1.63
C: -1.77738 -0.99785 -1.47917  -0.10
C: -2.11564 -1.83653 -2.52639  -0.53
C: -1.25164 -2.84003 -2.91672  -1.37
C: -0.10411 -3.05165 -2.17660  -0.17
C: 0.21568 -2.20535 -1.13256  -0.48
C: 1.37495 -2.50226 -0.24878  -1.39
C: 2.54126 -1.52330 -0.41647  2.94
O: 2.06038 -0.22028 -0.19843  -1.02
C: 3.03544 -1.61917 -1.87027  -0.17
C: 2.58151 -0.73651 -2.84255  -0.07
C: 2.96254 -0.89357 -4.16928  -0.91
C: 3.79622 -1.93666 -4.54047  -0.63
C: 4.25317 -2.82309 -3.57439  -0.98
C: 3.87547 -2.66365 -2.24994  -0.57
C: 3.68291 -1.82076 0.54427  -0.87
C: 4.68286 -0.85904 0.66504  -0.23
C: 5.74498 -1.05215 1.53241  -1.00
C: 5.83154 -2.22073 2.28045  -0.57
C: 4.85303 -3.19181 2.14854  -1.12
C: 3.78321 -2.99147 1.28321  0.68
N: -0.57443 -1.13618 -0.86956  1.33
C: -2.02621 1.63231 -2.63390  -0.11
C: -0.74162 1.92325 -3.06667  0.17
C: -0.45445 2.00207 -4.42606  -0.79
C: -1.44926 1.79208 -5.36538  -0.67
C: -2.74317 1.51213 -4.94007  -1.00
C: -3.02628 1.43617 -3.58716  -0.45
C: -3.47202 2.40472 -0.70741  -0.65
C: -4.39432 2.06967 0.27888  0.01
C: -5.32810 2.99406 0.72530  -1.03
C: -5.34970 4.27432 0.19404  -0.56
C: -4.43513 4.62022 -0.79045  -0.87
C: -3.50925 3.69150 -1.23886  -0.55
H: -2.85974 -0.19360 0.12466  -0.26
H: -3.72929 -0.23069 -1.40306  0.88
H: -3.06509 -1.68280 -3.01865  0.62
H: -1.49198 -3.47934 -3.75547  0.46
H: 0.56571 -3.87218 -2.39202  0.62
H: 1.03660 -2.45156 0.79064  -0.53
H: 1.67651 -3.53017 -0.44504  1.23
H: 1.93625 0.08692 -2.56563  0.13
H: 2.60573 -0.19280 -4.91357  0.47
H: 4.09633 -2.05486 -5.57324  0.43
H: 4.91293 -3.63545 -3.85037  0.44
H: 4.25160 -3.35150 -1.50103  0.42
H: 4.61680 0.04726 0.07513  0.45
H: 6.51375 -0.29533 1.62020  0.44
H: 6.66430 -2.37472 2.95380  0.44
H: 4.91761 -4.10945 2.71883  0.46
H: 3.03105 -3.76676 1.20237  0.42
H: 0.04127 2.11789 -2.34477  0.40
H: 0.55184 2.24264 -4.74528  0.50
H: -1.22595 1.85867 -6.42187  0.43
H: -3.53298 1.36357 -5.66515  0.46
H: -4.04403 1.24303 -3.26422  0.43
H: -4.41591 1.07720 0.70842  0.33
H: -6.04319 2.71007 1.48659  0.45
H: -6.07843 4.99541 0.53983  0.42
H: -4.44429 5.61559 -1.21494  0.42
H: -2.80216 3.97504 -2.00833  0.48
C: 1.62677 -0.88383 2.92849  -1.40
Si: 0.09163 0.03332 2.42135  -0.36
C: 0.35008 1.89884 2.67764  2.13
C: 1.29604 2.29518 1.52869  -2.15
C: 1.05212 2.11979 4.02888  -1.72
C: -0.87637 2.81625 2.64190  -1.81
C: -1.41999 -0.86096 3.10185  2.62
C: -2.70326 -0.03201 3.05029  -2.12
C: -1.61661 -2.18100 2.34195  -1.58
C: -1.10743 -1.18907 4.57454  -1.79
H: 1.77307 -0.71140 3.99973  0.74
H: 2.51633 -0.53683 2.40824  0.24
H: 1.54804 -1.96224 2.79822  0.43
H: 2.22005 1.72009 1.47771  0.29
H: 1.53147 3.36221 1.57488  0.63
H: 0.82450 2.23902 0.49092  0.60
H: 1.97848 1.55271 4.13182  0.33
H: 0.39168 1.86231 4.85846  0.35
H: 1.30334 3.18040 4.13129  0.50
H: -1.43424 2.75825 1.71022  0.11
H: -0.53126 3.84714 2.76994  0.55
H: -1.55949 2.60470 3.46394  0.39
H: -2.90212 0.37410 2.05837  0.56
H: -2.66339 0.81261 3.73777  0.30
H: -3.55463 -0.65299 3.34301  0.51
H: -1.81595 -2.02418 1.27793  0.24
H: -2.47680 -2.71257 2.75885  0.63
H: -0.75155 -2.84237 2.43562  0.27
H: -0.97312 -0.28945 5.17970  0.35
H: -0.22124 -1.81479 4.68511  0.31
H: -1.95277 -1.74119 4.99477  0.52

Molecular formula: C42H49Br8ClF7N2OPS
Method: DFT, the ωB97M-V functional and the def2-TZVPD basis

Values from the calculation:
- Electronic energy: -661341.351 eV
- Frontier orbital gap: 6.0910 eV

Each line ends with the Mulliken charge.
Geometry (Å):
C: 0.63735 -2.92959 5.05620  0.47
C: -0.62511 -2.27484 4.92820  -0.06
C: -1.78482 -1.10292 4.64580  -0.49
C: -2.53895 -1.27230 3.19825  0.11
C: -4.17199 -1.49685 3.21390  -0.22
Cl: -5.20294 -1.60846 4.79422  -0.21
C: -4.95418 -1.66841 1.76990  -0.81
C: -4.19801 -1.60251 0.28415  0.58
C: -4.96048 -1.78549 -1.15534  -0.03
C: -6.56954 -1.47593 -1.13821  -0.49
C: -6.97181 -0.05560 -1.89413  -0.76
C: -7.06643 1.21681 -0.81511  0.74
F: -6.52533 2.45332 -1.49308  -0.31
F: -6.27629 0.91151 0.43313  -0.22
C: -8.61266 1.51754 -0.35368  0.57
F: -9.43624 1.90456 -1.55938  -0.25
F: -9.31679 0.36846 0.26275  -0.23
F: -8.60072 2.61470 0.66974  -0.24
C: -2.54109 -1.37500 0.26863  -0.28
C: -1.79934 -1.23737 1.72256  0.60
S: 0.08814 -1.03809 1.72706  -0.26
C: 0.43995 -0.25184 0.04370  0.09
C: 1.83082 0.66280 -0.11933  0.29
C: 2.91747 0.86338 1.09816  -0.17
C: 3.32734 2.42110 1.40695  0.36
C: 3.87600 2.69480 2.93829  -0.08
O: 3.09105 3.50446 3.70307  -0.54
N: 5.16788 2.17527 3.52770  -0.24
C: 5.14017 0.66927 3.66504  0.16
C: 5.93181 -0.40793 2.69718  -0.32
C: 5.79529 -2.05922 2.90559  -0.50
C: 4.82913 -2.64402 4.11024  -0.17
C: 4.03915 -1.58467 5.13381  -0.25
C: 4.20797 0.02920 4.88852  -0.39
C: 2.09570 1.34969 -1.61990  0.32
C: 3.43498 2.25478 -1.98614  -0.96
C: 1.02860 1.13491 -2.88864  0.01
C: 1.24188 1.75429 -4.39226  -0.42
C: 2.32721 0.74375 -5.16261  -0.17
F: 2.25421 0.91748 -6.65826  -0.36
C: -0.32135 0.20055 -2.63365  0.01
P: -1.57974 -0.12998 -4.07880  0.24
C: -0.64996 -0.94063 -5.53722  -0.86
C: -2.46651 1.47596 -4.61253  -0.96
C: -0.64210 -0.51539 -1.15688  -0.83
N: -1.89018 -1.36195 -1.09336  0.46
F: -1.58401 -2.60131 -1.54389  -0.24
H: 1.74958 -3.35252 4.95983  -0.59
H: -1.31730 -0.00470 4.67807  0.29
H: -2.51067 -1.15488 5.57512  0.35
H: -6.12937 -1.86420 1.84734  0.28
H: -4.47282 -0.99744 -1.90485  -0.16
H: -4.69140 -2.84683 -1.60466  0.36
H: -7.08590 -2.37363 -1.73218  0.41
H: -7.06751 -1.46837 -0.07937  0.20
H: -6.15839 0.26673 -2.70236  0.21
H: -8.01513 -0.21821 -2.44945  0.32
H: 2.56966 0.38719 2.13340  0.26
H: 3.90403 0.25739 0.80804  0.20
H: 2.44940 3.19701 1.18983  -0.10
H: 4.24091 2.68067 0.68479  0.22
H: 6.01623 2.52781 3.03337  0.40
H: 6.60169 0.07342 1.83602  0.24
H: 6.40841 -2.72099 2.15849  0.28
H: 4.69757 -3.80012 4.25464  0.26
H: 3.38347 -2.06520 6.00006  0.41
H: 3.64527 0.79942 5.60182  0.29
H: 4.39422 1.75204 -1.48404  0.24
H: 3.66998 2.30750 -3.13414  0.15
H: 3.23970 3.33427 -1.53111  0.19
H: 1.79179 2.81083 -4.36372  0.05
H: 0.25952 1.91855 -5.00726  0.32
H: 2.18018 -0.39000 -4.85860  0.21
H: 3.44907 1.00910 -4.87813  0.32
H: 0.19323 -1.70234 -5.19765  0.23
H: -1.44592 -1.56692 -6.14350  0.36
H: -0.11830 -0.16983 -6.25141  0.21
H: -3.63525 1.44511 -4.55087  0.31
H: -2.04669 2.43411 -4.03614  0.29
H: -2.20496 1.68029 -5.75786  0.30
Br: 3.40961 -4.99716 4.96077  -0.09
C: 3.21228 -6.91572 4.66881  -0.63
C: 3.99570 -7.36758 3.45834  -0.64
Br: 3.07709 -6.89130 1.80537  -0.11
H: 2.14034 -7.11847 4.59332  0.41
H: 3.60257 -7.38259 5.57779  0.36
H: 4.07432 -8.45822 3.43568  0.36
H: 4.99815 -6.93454 3.40336  0.37
Br: 3.87582 5.42205 -5.17780  -0.13
C: 2.70623 4.57206 -6.48725  -0.02
C: 2.05411 5.59803 -7.38462  -0.58
Br: 0.58782 6.50346 -6.47181  -0.15
H: 1.98884 3.96513 -5.92793  -0.21
H: 3.35989 3.91278 -7.06571  0.37
H: 1.59414 5.11476 -8.25127  0.36
H: 2.74319 6.37342 -7.73015  0.39
Br: -5.01372 -6.58086 3.41205  -0.19
C: -4.37680 -6.26913 1.59484  -0.59
C: -3.33329 -5.17683 1.56150  -0.93
Br: -4.15243 -3.41369 1.71439  0.16
H: -5.25546 -6.04971 0.98193  0.32
H: -3.94709 -7.22359 1.27723  0.42
H: -2.81635 -5.16742 0.59772  0.31
H: -2.59481 -5.25706 2.36379  0.43
Br: 4.98491 7.42774 0.92864  -0.15
C: 3.28218 7.84245 1.78526  -0.58
C: 2.54862 6.58222 2.18135  -0.43
Br: 1.71199 5.73749 0.63555  -0.13
H: 2.72018 8.47223 1.09000  0.39
H: 3.54521 8.43031 2.66944  0.36
H: 1.72288 6.81445 2.85988  0.35
H: 3.19408 5.83172 2.64564  0.20